Below is C41H47IrN4O6Si as an isolated structure at a distorted geometry, with properties calculated with ωB97M-V with the def2-TZVPD basis set.

The charge is +1. The HOMO-LUMO gap (alpha / beta) is 7.26 / 5.33 eV. The energy relative to the best compared isomer or geometry (same formula, charge and spin) is 75.78 kcal/mol. The LUMO energy (alpha / beta) comes out at -2.84 / -4.76 eV. The spin multiplicity is 2. Its total energy is -72236.2592 eV.

Each line ends with the Löwdin spin population.
Positions of all 100 atoms, in Å:
Ir: 0.057 -0.551 0.121  0.01
N: -0.202 -2.651 -0.455  0.00
C: -1.398 -3.361 0.079  0.00
C: -1.407 -3.336 1.590  0.00
C: -1.666 -1.920 2.052  0.00
O: -2.706 -1.588 2.567  0.00
O: -0.653 -1.056 1.890  0.00
H: -0.309 -2.571 -1.461  0.00
H: 0.638 -3.184 -0.255  0.00
H: -1.448 -4.389 -0.291  0.00
H: -2.268 -2.831 -0.291  0.00
H: -0.454 -3.681 1.977  0.00
H: -2.192 -3.985 1.973  0.00
C: 2.387 0.335 4.734  0.00
O: 3.186 1.495 4.473  0.00
C: 4.395 1.384 3.861  0.00
C: 5.371 2.276 4.309  0.00
C: 6.647 2.259 3.786  0.00
C: 6.988 1.333 2.803  0.00
C: 6.018 0.480 2.321  0.00
C: 4.713 0.511 2.816  0.00
N: 3.745 -0.351 2.222  0.00
C: 2.672 0.077 1.490  0.00
N: 2.442 1.384 1.486  0.00
C: 1.501 2.057 0.715  0.00
C: 0.508 1.412 -0.015  0.00
C: -0.337 2.264 -0.758  0.00
C: -0.194 3.631 -0.782  0.00
C: 0.803 4.243 -0.025  0.00
C: 1.641 3.456 0.730  0.00
O: 2.636 3.917 1.540  0.00
C: 3.017 5.283 1.426  0.00
N: 1.897 -0.801 0.877  0.00
C: 2.472 -2.112 0.823  0.00
C: 2.114 -3.085 1.737  0.00
C: 2.623 -4.376 1.648  0.00
C: 3.511 -4.682 0.630  0.00
C: 3.923 -3.704 -0.272  0.00
C: 3.420 -2.409 -0.169  0.00
O: 3.781 -1.382 -0.969  0.00
C: 4.779 -1.629 -1.954  0.00
H: 1.782 0.590 5.599  0.00
H: 3.014 -0.525 4.969  0.00
H: 1.725 0.100 3.903  0.00
H: 5.095 2.961 5.101  0.00
H: 7.387 2.958 4.156  0.00
H: 7.994 1.292 2.408  0.00
H: 6.250 -0.227 1.531  0.00
H: 4.039 -1.294 2.031  0.00
H: 3.066 1.980 2.009  0.00
H: -1.136 1.822 -1.317  0.00
H: -0.871 4.240 -1.371  0.00
H: 0.911 5.318 -0.034  0.00
H: 2.161 5.948 1.530  0.00
H: 3.512 5.462 0.470  0.00
H: 3.710 5.471 2.241  0.00
H: 1.449 -2.789 2.536  0.00
H: 2.341 -5.125 2.376  0.00
H: 3.904 -5.687 0.533  0.00
H: 4.635 -3.957 -1.045  0.00
H: 4.900 -0.697 -2.496  0.00
H: 4.466 -2.411 -2.647  0.00
H: 5.725 -1.912 -1.489  0.00
C: -5.073 2.029 -0.822  0.06
C: -4.169 1.060 -0.106  0.40
C: -3.080 1.722 0.685  0.06
C: -4.859 -0.063 0.611  0.06
Si: -2.983 -0.049 -1.851  0.13
O: -1.633 -0.478 -1.150  0.08
C: -4.202 -1.395 -2.233  0.03
C: -5.559 -1.184 -2.506  0.00
C: -6.412 -2.244 -2.761  0.00
C: -5.927 -3.546 -2.758  0.00
C: -4.580 -3.777 -2.533  0.00
C: -3.729 -2.709 -2.276  0.01
C: -2.860 1.109 -3.289  0.02
C: -1.609 1.363 -3.867  0.01
C: -1.498 2.104 -5.035  0.00
C: -2.636 2.595 -5.657  0.01
C: -3.888 2.333 -5.116  0.00
C: -3.996 1.597 -3.948  0.01
H: -5.519 2.665 -0.046  0.03
H: -5.892 1.543 -1.350  0.00
H: -4.534 2.686 -1.506  0.01
H: -3.553 2.102 1.601  0.03
H: -2.628 2.561 0.161  0.00
H: -2.302 1.032 1.003  0.00
H: -5.411 0.400 1.441  0.03
H: -4.162 -0.768 1.058  0.00
H: -5.577 -0.594 -0.010  0.00
H: -5.972 -0.184 -2.515  0.00
H: -7.460 -2.056 -2.961  0.00
H: -6.597 -4.376 -2.941  0.00
H: -4.188 -4.786 -2.559  0.00
H: -2.674 -2.902 -2.135  0.00
H: -0.712 0.957 -3.420  0.00
H: -0.521 2.292 -5.462  0.00
H: -2.550 3.173 -6.568  0.00
H: -4.781 2.695 -5.609  0.00
H: -4.985 1.412 -3.550  0.00

=====

Below is C41H47N2O2P2PdS2SeSi as an isolated structure, with properties calculated with ωB97M-V with the def2-TZVPD basis set.

The charge is -1. The HOMO-LUMO gap (alpha / beta) is 6.29 / 6.29 eV. The energy relative to the best compared isomer or geometry (same formula, charge and spin) is 17.42 kcal/mol. The LUMO energy (alpha / beta) comes out at 2.26 / 2.26 eV. Its total energy is -167313.9191 eV.

Each line ends with the Löwdin charge.
Positions of all 99 atoms, in Å:
Pd: -1.095 1.468 -0.792  0.32
C: 5.516 -1.314 3.069  -0.42
S: 4.227 -1.594 4.299  0.78
C: 2.867 -2.113 3.224  -0.52
C: 2.497 -1.101 2.153  -0.26
C: 1.246 -1.534 1.392  -0.24
N: 0.673 -0.503 0.520  -0.42
P: 1.395 0.193 -0.904  1.03
C: 2.923 0.997 -0.287  -0.34
C: 4.237 0.624 -0.569  -0.10
C: 5.300 1.362 -0.065  -0.11
C: 5.066 2.487 0.715  -0.09
C: 3.760 2.895 0.958  -0.07
C: 2.702 2.163 0.446  -0.10
C: 2.046 -1.236 -1.837  -0.35
C: 2.900 -2.231 -1.356  -0.12
C: 3.350 -3.242 -2.190  -0.09
C: 2.975 -3.258 -3.528  -0.09
C: 2.147 -2.264 -4.023  -0.09
C: 1.673 -1.265 -3.181  -0.13
P: -0.715 0.341 0.959  0.75
C: -0.260 1.308 2.437  -0.34
C: -0.089 2.683 2.307  -0.14
C: 0.388 3.439 3.367  -0.06
C: 0.684 2.825 4.575  -0.08
C: 0.504 1.456 4.721  -0.08
C: 0.035 0.701 3.658  -0.11
C: -1.883 -0.900 1.549  -0.33
C: -2.043 -2.049 0.788  -0.10
C: -2.963 -3.016 1.162  -0.07
C: -3.733 -2.831 2.302  -0.08
C: -3.588 -1.674 3.057  -0.09
C: -2.670 -0.704 2.681  -0.10
H: 6.439 -1.125 3.616  0.03
H: 5.299 -0.452 2.442  0.02
H: 5.656 -2.199 2.446  0.04
H: 2.026 -2.279 3.902  0.07
H: 3.117 -3.080 2.778  0.08
H: 3.330 -0.981 1.460  0.07
H: 2.333 -0.119 2.601  0.11
H: 0.473 -1.829 2.109  0.10
H: 1.442 -2.426 0.793  0.11
H: 4.441 -0.244 -1.183  0.09
H: 6.316 1.056 -0.289  0.10
H: 5.898 3.061 1.106  0.10
H: 3.553 3.801 1.513  0.10
H: 1.697 2.541 0.584  0.05
H: 3.242 -2.210 -0.327  0.09
H: 4.004 -4.013 -1.800  0.10
H: 3.332 -4.045 -4.181  0.10
H: 1.855 -2.268 -5.066  0.10
H: 0.982 -0.517 -3.554  0.06
H: -0.298 3.153 1.358  0.03
H: 0.540 4.501 3.231  0.11
H: 1.062 3.411 5.405  0.10
H: 0.739 0.974 5.662  0.10
H: -0.108 -0.366 3.787  0.10
H: -1.457 -2.161 -0.113  0.05
H: -3.086 -3.905 0.555  0.10
H: -4.458 -3.581 2.594  0.10
H: -4.204 -1.516 3.934  0.10
H: -2.579 0.209 3.255  0.10
O: -1.372 2.967 -2.414  -0.13
C: -0.684 3.908 -1.958  -0.52
C: -0.643 5.314 -2.517  -0.09
C: 0.300 6.018 -1.546  -0.09
C: 0.700 4.911 -0.554  -0.50
O: 1.434 5.094 0.403  0.02
N: 0.095 3.731 -0.892  0.10
H: -1.655 5.720 -2.523  0.12
H: -0.289 5.296 -3.548  0.12
H: -0.175 6.832 -0.999  0.11
H: 1.201 6.418 -2.013  0.11
S: -2.818 2.362 0.659  0.66
C: -4.221 1.569 -0.075  -0.65
C: -4.447 1.632 -1.450  -0.16
C: -5.552 1.010 -2.009  -0.10
C: -6.457 0.326 -1.209  -0.11
C: -6.250 0.273 0.163  -0.11
C: -5.140 0.889 0.724  -0.13
H: -3.732 2.147 -2.077  0.07
H: -5.693 1.045 -3.083  0.10
H: -7.314 -0.167 -1.651  0.09
H: -6.947 -0.259 0.800  0.09
H: -4.975 0.846 1.793  0.08
C: -1.529 -2.861 -4.823  -0.24
Si: -1.858 -2.556 -2.987  0.03
C: -3.603 -3.184 -2.649  -0.24
C: -0.681 -3.741 -2.092  -0.20
Se: -1.763 -0.367 -2.593  0.31
H: -1.920 -3.834 -5.138  0.02
H: -0.457 -2.845 -5.034  0.00
H: -2.001 -2.080 -5.421  0.02
H: -3.690 -4.261 -2.833  0.02
H: -4.312 -2.662 -3.295  0.02
H: -3.894 -2.974 -1.615  0.00
H: -0.699 -4.699 -2.623  0.03
H: -0.972 -3.940 -1.060  0.01
H: 0.352 -3.383 -2.090  0.00

=====

Below is C41H48CaN2OS2 as an isolated structure at a distorted geometry, with properties calculated with ωB97M-V with the def2-TZVPD basis set.

The HOMO-LUMO gap is 6.89 eV. The LUMO energy comes out at 0.10 eV. Its total energy is -88436.8072 eV.

Each line ends with the Löwdin charge.
Positions of all 95 atoms, in Å:
Ca: 0.270 0.045 0.381  1.13
C: 5.064 3.790 1.594  -0.06
C: 4.042 3.420 0.515  -0.38
C: 4.501 3.911 -0.862  -0.06
C: 2.655 3.964 0.840  -0.13
C: 2.492 5.350 0.836  -0.05
C: 1.254 5.941 0.998  -0.07
C: 0.138 5.137 1.166  -0.04
C: 0.252 3.756 1.216  -0.14
C: -0.995 2.916 1.429  -0.38
C: -1.885 3.435 2.558  -0.05
C: -1.790 2.781 0.122  -0.06
C: 1.522 3.157 1.067  -0.15
N: 1.593 1.738 1.117  -0.06
C: 2.491 1.145 1.850  -0.10
C: 2.709 -0.257 1.853  -0.34
C: 3.695 -0.955 2.566  -0.04
C: 3.578 -2.288 2.193  -0.04
C: 2.501 -2.365 1.289  -0.27
N: 1.984 -1.143 1.061  -0.06
C: 1.912 -3.619 0.678  -0.54
C: 0.586 -3.947 1.387  -0.04
C: 2.875 -4.795 0.857  -0.06
C: 1.644 -3.431 -0.822  -0.05
H: 6.043 3.364 1.357  0.08
H: 4.757 3.411 2.572  0.07
H: 5.177 4.873 1.680  0.08
H: 3.997 2.333 0.465  0.10
H: 4.488 5.002 -0.922  0.07
H: 3.849 3.515 -1.644  0.07
H: 5.520 3.574 -1.068  0.08
H: 3.363 5.980 0.690  0.11
H: 1.156 7.019 0.987  0.10
H: -0.840 5.594 1.274  0.11
H: -0.681 1.920 1.745  0.07
H: -2.377 4.370 2.279  0.07
H: -1.301 3.606 3.463  0.09
H: -2.659 2.698 2.785  0.08
H: -2.220 3.745 -0.165  0.09
H: -2.593 2.053 0.242  0.06
H: -1.142 2.450 -0.699  0.05
H: 3.116 1.733 2.525  0.14
H: 4.404 -0.515 3.257  0.10
H: 4.176 -3.115 2.552  0.10
H: 0.754 -4.082 2.458  0.09
H: 0.163 -4.874 0.987  0.09
H: -0.149 -3.150 1.261  0.03
H: 2.998 -5.042 1.914  0.08
H: 3.860 -4.576 0.434  0.09
H: 2.472 -5.676 0.351  0.08
H: 0.888 -2.655 -0.987  0.06
H: 1.266 -4.361 -1.254  0.09
H: 2.561 -3.155 -1.346  0.08
S: -2.091 -0.904 1.186  0.43
C: -2.208 -0.504 2.899  -0.71
C: -1.102 -0.137 3.679  -0.14
C: -1.245 0.232 5.011  -0.10
C: -2.495 0.226 5.612  -0.11
C: -3.596 -0.180 4.867  -0.10
C: -3.456 -0.543 3.535  -0.14
H: -0.106 -0.170 3.250  0.08
H: -0.369 0.525 5.581  0.10
H: -2.606 0.527 6.646  0.09
H: -4.576 -0.211 5.327  0.10
H: -4.317 -0.859 2.961  0.09
O: 0.443 0.463 -1.712  -0.71
S: 0.067 -0.237 -2.999  1.01
C: 1.620 -0.749 -3.841  -0.25
C: 2.926 -0.152 -3.387  -0.25
C: 3.765 0.455 -4.316  -0.05
C: 5.050 0.842 -3.962  -0.07
C: 5.512 0.622 -2.672  -0.09
C: 4.667 0.056 -1.727  -0.06
C: 3.382 -0.325 -2.079  -0.04
C: -0.513 1.111 -4.082  -0.27
C: 0.494 2.171 -4.409  -0.28
C: 0.969 2.301 -5.711  -0.06
C: 1.866 3.309 -6.038  -0.08
C: 2.301 4.192 -5.059  -0.07
C: 1.837 4.062 -3.756  -0.07
C: 0.936 3.060 -3.430  -0.03
H: 1.449 -0.578 -4.906  0.09
H: 1.632 -1.826 -3.665  0.09
H: 3.423 0.603 -5.333  0.11
H: 5.693 1.305 -4.702  0.10
H: 6.527 0.892 -2.406  0.11
H: 5.009 -0.109 -0.709  0.11
H: 2.748 -0.777 -1.330  0.07
H: -1.349 1.516 -3.509  0.10
H: -0.900 0.616 -4.974  0.10
H: 0.622 1.619 -6.481  0.11
H: 2.221 3.404 -7.057  0.11
H: 2.993 4.986 -5.310  0.11
H: 2.168 4.755 -2.991  0.10
H: 0.578 2.969 -2.411  0.10

=====

Below is a 11-piece molecular cluster, C41H49BBr2F16N3O37PS overall at a distorted geometry, with properties calculated with ωB97M-V with the def2-TZVPD basis set.

The HOMO-LUMO gap is 8.22 eV. The LUMO energy comes out at -0.37 eV. Its total energy is -327901.6202 eV. Its SMILES is N=[PH2][C@@](N)(O[C@@H](CC[C@@](F)(Br)C(F)(F)Br)CC(=O)O)[C@@](N)(CB(O)O)S(=O)(=O)C(F)(F)F.O=C1OC[C@@H](F)O1.O=C1OC[C@@H](F)O1.O=C1OC[C@@H](F)O1.O=C1OC[C@@H](F)O1.O=C1OC[C@@H](F)O1.O=C1OC[C@@H](F)O1.O=C1OC[C@@H](F)O1.O=C1OC[C@@H](F)O1.O=C1OC[C@@H](F)O1.O=C1OC[C@@H](F)O1.

Each line ends with the Löwdin charge.
Positions of all 151 atoms, in Å:
N: -0.601 6.858 1.697  -0.30
P: -1.472 5.535 1.974  0.83
C: -1.616 4.402 0.391  -0.54
N: -1.275 5.321 -0.708  0.07
O: -0.735 3.306 0.634  -0.12
C: -0.007 2.749 -0.470  -0.25
C: 1.603 2.800 -0.122  -0.12
C: 2.390 4.068 -0.694  -0.16
C: 2.751 4.010 -2.240  -0.69
F: 4.083 4.567 -2.357  -0.08
Br: 2.851 2.204 -3.035  0.91
C: 1.836 4.902 -3.199  -0.74
F: 2.536 4.981 -4.451  -0.06
F: 0.580 4.334 -3.511  -0.02
Br: 1.689 6.813 -2.605  0.81
C: -0.373 1.145 -0.462  -0.01
C: 0.253 0.389 -1.741  -0.41
O: 1.055 -0.564 -1.652  0.03
O: -0.117 0.781 -3.068  0.00
C: -3.175 3.957 0.126  -0.43
N: -4.046 5.169 0.357  0.05
C: -3.291 3.653 -1.443  -0.02
B: -4.547 2.729 -1.899  -0.51
O: -4.384 1.294 -2.012  0.08
O: -5.864 3.267 -2.205  0.07
S: -3.802 2.633 1.252  0.88
O: -5.319 2.678 1.345  -0.30
O: -3.443 1.226 0.882  -0.31
C: -3.259 2.808 3.062  -0.47
F: -3.731 3.988 3.666  0.05
F: -1.899 2.564 3.260  0.08
F: -3.936 1.751 3.730  0.07
H: 0.215 6.851 2.326  -0.05
H: -0.801 4.841 3.050  0.03
H: -2.749 5.992 2.423  0.01
H: -0.320 5.693 -0.639  0.04
H: -1.882 6.163 -0.673  0.10
H: -0.254 3.089 -1.518  0.12
H: 2.118 1.797 -0.335  0.09
H: 1.639 2.898 1.028  0.13
H: 1.870 5.033 -0.369  0.06
H: 3.395 4.101 -0.130  0.14
H: -1.511 1.124 -0.658  0.12
H: -0.076 0.629 0.514  0.13
H: -0.545 1.669 -3.042  0.09
H: -4.349 5.107 1.350  0.06
H: -4.923 5.086 -0.177  0.10
H: -2.356 3.222 -1.922  0.11
H: -3.460 4.674 -1.949  0.14
H: -3.900 1.084 -2.838  0.10
H: -5.785 3.554 -3.156  0.06
O: 2.164 6.275 0.899  0.09
C: 3.097 6.717 1.503  -0.50
O: 3.066 7.036 2.826  0.08
C: 4.393 7.395 3.191  -0.06
C: 4.984 7.803 1.878  -0.32
F: 6.308 7.524 1.833  0.08
O: 4.316 6.969 0.952  0.15
H: 4.896 6.529 3.629  0.15
H: 4.394 8.207 3.918  0.15
H: 4.818 8.851 1.615  0.18
O: 5.074 -1.770 3.422  0.18
C: 3.949 -1.557 3.083  -0.53
O: 2.886 -2.334 3.434  0.06
C: 1.723 -1.676 2.948  -0.06
C: 2.272 -0.835 1.840  -0.31
F: 1.565 0.317 1.704  0.05
O: 3.572 -0.514 2.291  0.15
H: 1.280 -1.080 3.751  0.15
H: 0.982 -2.396 2.597  0.15
H: 2.333 -1.346 0.875  0.18
O: 1.126 -2.636 -7.971  0.15
C: 0.919 -2.544 -6.792  -0.54
O: 1.487 -1.605 -5.990  0.08
C: 0.889 -1.746 -4.706  -0.07
C: 0.415 -3.163 -4.729  -0.31
F: -0.710 -3.312 -3.990  0.08
O: 0.090 -3.374 -6.092  0.12
H: 0.072 -1.029 -4.606  0.13
H: 1.615 -1.563 -3.913  0.13
H: 1.165 -3.895 -4.414  0.18
O: 1.530 -6.848 7.662  0.16
C: 2.249 -6.089 7.082  -0.53
O: 3.072 -6.448 6.059  0.08
C: 3.651 -5.249 5.559  -0.06
C: 3.539 -4.329 6.733  -0.32
F: 3.370 -3.047 6.333  0.08
O: 2.353 -4.762 7.370  0.14
H: 3.078 -4.901 4.695  0.14
H: 4.685 -5.409 5.253  0.15
H: 4.375 -4.390 7.434  0.18
O: -1.171 5.790 6.057  0.16
C: -2.049 5.311 6.710  -0.54
O: -1.915 4.184 7.463  0.07
C: -3.132 4.025 8.181  -0.07
C: -4.103 4.786 7.335  -0.33
F: -5.077 5.344 8.093  0.08
O: -3.311 5.820 6.786  0.14
H: -3.021 4.452 9.182  0.15
H: -3.397 2.972 8.276  0.14
H: -4.553 4.200 6.528  0.17
O: -4.469 -4.533 3.506  0.17
C: -4.411 -3.680 2.672  -0.54
O: -5.078 -2.495 2.742  0.08
C: -4.641 -1.715 1.635  -0.07
C: -4.161 -2.759 0.677  -0.32
F: -3.134 -2.295 -0.075  0.07
O: -3.674 -3.776 1.529  0.14
H: -3.843 -1.041 1.959  0.13
H: -5.458 -1.119 1.228  0.15
H: -4.941 -3.166 0.027  0.18
O: 2.636 -11.256 3.666  0.17
C: 1.943 -10.958 4.592  -0.54
O: 1.664 -9.675 4.956  0.07
C: 0.710 -9.749 6.008  -0.07
C: 0.944 -11.120 6.557  -0.32
F: -0.203 -11.655 7.041  0.07
O: 1.341 -11.859 5.419  0.14
H: -0.295 -9.626 5.596  0.15
H: 0.883 -8.967 6.750  0.12
H: 1.726 -11.172 7.320  0.18
O: 0.632 -8.632 -5.429  0.18
C: 1.240 -7.814 -6.048  -0.53
O: 0.785 -7.224 -7.189  0.08
C: 1.733 -6.225 -7.537  -0.06
C: 2.975 -6.711 -6.860  -0.31
F: 3.758 -5.671 -6.470  0.06
O: 2.480 -7.358 -5.706  0.14
H: 1.396 -5.257 -7.158  0.12
H: 1.850 -6.154 -8.619  0.15
H: 3.565 -7.416 -7.453  0.18
O: -6.496 4.091 -4.832  0.17
C: -6.420 3.134 -5.549  -0.51
O: -7.242 2.907 -6.607  0.09
C: -6.743 1.752 -7.272  -0.06
C: -5.980 1.064 -6.184  -0.31
F: -4.917 0.391 -6.685  0.08
O: -5.503 2.139 -5.399  0.14
H: -6.105 2.059 -8.105  0.15
H: -7.557 1.140 -7.660  0.15
H: -6.583 0.395 -5.564  0.18
O: 5.996 -0.554 -3.778  0.17
C: 5.978 -1.519 -4.481  -0.53
O: 5.107 -1.696 -5.514  0.07
C: 5.495 -2.892 -6.176  -0.07
C: 6.237 -3.624 -5.103  -0.33
F: 7.229 -4.384 -5.627  0.08
O: 6.820 -2.582 -4.345  0.14
H: 6.128 -2.644 -7.032  0.15
H: 4.624 -3.444 -6.532  0.12
H: 5.604 -4.238 -4.456  0.17

=====

Question: Among the records above, which one has the lowest total energy?
Answer: C41H49BBr2F16N3O37PS

=====

Question: What is the total energy in the third record?
Answer: -88436.8072 eV

=====

Question: total energy of number 3 (C41H48CaN2OS2)?
Answer: -88436.8072 eV

=====

Question: Which value of total energy does entry 1 give?
Answer: -72236.2592 eV